No. 1
CH2N4P | wB97M-V/def2-TZVPD

Structure (XYZ):
```
8
Properties=species:S:1:pos:R:3:forces:R:3
C 0.725 -1.069 -1.696 -0.2342 1.7803 0.8599
N 1.779 -1.924 -1.700 -1.2927 1.6914 -0.2132
N 0.017 -0.985 -2.863 1.2534 -0.5507 2.1601
N 1.727 -2.407 -2.941 -1.7279 0.0304 -0.4232
N 0.644 -1.892 -3.590 1.5101 -0.5739 -0.4562
P 0.598 0.787 0.116 -1.4903 -2.8583 -1.4981
H 1.686 0.021 0.267 2.2485 -0.3717 0.2977
H 0.099 -0.162 1.136 -0.2668 0.8525 -0.7269
```
Positions in Å, forces in eV/Å.

Results
Energy relative to the best compared isomer or geometry (same formula, charge and spin)   2.645 eV
Lowest unoccupied orbital energy   0.1219 hartree
Max |F|   3.6 eV/A
Charge   -1
Highest occupied orbital energy   -4.8 eV

No. 2
C3H3N3 | wB97M-V/def2-TZVPD

Structure (XYZ):
```
9
Properties=species:S:1:pos:R:3:forces:R:3
C -0.049 0.815 0.209 -0.2604 0.2604 0.1063
C 1.142 0.167 0.026 0.1574 -1.2331 0.1114
N 1.089 -1.179 0.206 0.3102 1.3659 0.0358
N 0.704 -2.234 0.260 0.0679 -0.9613 -0.0369
N -1.814 -1.006 0.173 -0.1074 0.1286 0.0157
C -1.353 0.117 -0.033 0.8795 1.3049 -0.7582
H -0.058 1.899 0.132 -0.0483 -0.2550 0.0230
H 2.119 0.566 -0.206 -0.1474 0.0285 0.1094
H -1.780 0.855 -0.768 -0.8515 -0.6389 0.3936
```
Positions in Å, forces in eV/Å.

Results
Energy relative to the best compared isomer or geometry (same formula, charge and spin)   4.874 eV
Lowest unoccupied orbital energy (alpha / beta)   -0.0181 / -0.0095 hartree
Max |F|   1.7 eV/A
Charge   0
Highest occupied orbital energy (alpha / beta)   -7.0 / -9.3 eV

No. 3
ClH2NOS2 | wB97M-V/def2-TZVPD

Structure (XYZ):
```
7
Properties=species:S:1:pos:R:3:forces:R:3
N -0.471 -0.083 -0.765 2.0983 -0.4309 -1.4315
O -2.606 -0.746 -1.157 -3.7639 -0.8765 -0.2427
S 1.289 -0.021 2.142 -0.4652 0.2404 -2.2146
S -1.353 -0.829 -1.789 2.9301 1.5513 1.7860
Cl 1.768 1.941 1.717 -0.0717 -0.4203 0.1951
H 0.565 -0.012 -0.938 -1.3118 -0.1723 -0.6633
H 0.807 -0.250 0.790 0.5842 0.1083 2.5711
```
Positions in Å, forces in eV/Å.

Results
Energy relative to the best compared isomer or geometry (same formula, charge and spin)   1.023 eV
Lowest unoccupied orbital energy   -0.0446 hartree
Max |F|   3.9 eV/A
Charge   0
Highest occupied orbital energy   -9.4 eV